Entry 1:
{"formula": "C22H8ClF5IN2O5RuSe", "method": "the ωB97M-V functional and the def2-TZVPD basis", "total_charge": 1, "e_above_lowest_kj_mol": 77.1, "orbital_gap_ha": [0.203, 0.203], "species": ["Ru", "O", "C", "O", "C", "C", "C", "C", "C", "N", "C", "O", "O", "H", "H", "H", "H", "Cl", "C", "C", "C", "I", "C", "O", "C", "N", "C", "C", "C", "C", "H", "H", "H", "H", "F", "C", "C", "F", "C", "F", "C", "Se", "C", "F", "C", "F"], "xyz": [[0.48, 0.03, -0.25], [4.00, -2.02, 0.44], [2.89, -1.50, 0.01], [2.35, -0.53, 0.55], [2.29, -2.14, -1.18], [2.84, -3.26, -1.77], [2.15, -3.85, -2.83], [0.96, -3.29, -3.23], [0.51, -2.13, -2.61], [1.15, -1.56, -1.58], [-0.79, -1.50, -2.99], [-1.80, -2.12, -3.14], [-0.66, -0.16, -3.03], [4.28, -1.57, 1.27], [3.77, -3.66, -1.40], [2.54, -4.74, -3.30], [0.37, -3.72, -4.02], [-3.48, 5.46, -1.11], [-2.38, 4.26, -0.52], [-1.77, 4.53, 0.77], [-0.87, 3.67, 1.32], [0.07, 4.07, 3.11], [-0.59, 2.45, 0.63], [0.22, 1.56, 1.04], [-1.26, 2.18, -0.60], [-0.99, 0.99, -1.11], [-1.67, 0.57, -2.34], [-2.24, 1.68, -3.15], [-2.51, 2.86, -2.61], [-2.12, 3.15, -1.23], [-2.02, 5.45, 1.27], [-2.46, -0.14, -2.08], [-2.49, 1.44, -4.18], [-3.00, 3.64, -3.19], [1.40, -0.24, 5.98], [0.80, -0.55, 4.84], [-0.35, 0.12, 4.47], [-0.87, 1.04, 5.27], [-0.95, -0.18, 3.26], [-2.02, 0.53, 2.91], [-0.42, -1.14, 2.40], [-1.18, -1.44, 0.67], [0.71, -1.82, 2.82], [1.28, -2.77, 2.07], [1.34, -1.51, 4.01], [2.47, -2.12, 4.36]], "mulliken_charge": [0.24, -0.44, 0.52, -0.42, 0.26, -0.45, -0.51, -0.75, 0.85, 0.17, 0.10, -0.49, -0.40, 0.42, 0.55, 0.47, 0.52, -0.20, 0.54, -0.41, -0.75, 0.14, 1.03, -0.52, 0.24, 0.05, 0.30, -1.22, -0.73, -0.02, 0.43, 0.52, 0.43, 0.45, -0.29, 0.53, 0.27, -0.30, 0.33, -0.38, -0.14, 0.04, 0.47, -0.40, 0.27, -0.31]}



Entry 2:
{"formula": "C23H12Cl48O3", "method": "the ωB97M-V functional and the def2-TZVPD basis", "orbital_gap_ha": 0.320, "species": ["C", "C", "C", "C", "C", "C", "C", "C", "O", "C", "O", "O", "C", "C", "H", "H", "H", "H", "H", "H", "H", "H", "H", "H", "H", "H", "C", "Cl", "Cl", "Cl", "Cl", "C", "Cl", "Cl", "Cl", "Cl", "C", "Cl", "Cl", "Cl", "Cl", "C", "Cl", "Cl", "Cl", "Cl", "C", "Cl", "Cl", "Cl", "Cl", "C", "Cl", "Cl", "Cl", "Cl", "C", "Cl", "Cl", "Cl", "Cl", "C", "Cl", "Cl", "Cl", "Cl", "C", "Cl", "Cl", "Cl", "Cl", "C", "Cl", "Cl", "Cl", "Cl", "C", "Cl", "Cl", "Cl", "Cl", "C", "Cl", "Cl", "Cl", "Cl"], "xyz": [[4.40, -1.44, -1.43], [2.81, -1.69, -1.35], [2.10, -1.48, 0.01], [0.53, -1.68, 0.08], [-0.19, -2.10, -1.22], [-1.80, -2.29, -1.15], [-2.44, -0.92, -1.69], [-3.73, -0.29, -0.98], [-4.05, 0.73, -1.99], [-3.17, 0.62, -3.14], [-2.79, 1.50, -3.92], [-2.80, -0.79, -3.09], [0.52, -2.32, -2.59], [2.05, -2.10, -2.63], [4.88, -1.31, -0.39], [4.95, -2.22, -2.06], [4.53, -0.44, -1.99], [2.68, -1.15, 0.94], [-0.02, -1.50, 1.07], [-2.05, -3.16, -1.85], [-2.11, -2.50, -0.06], [-1.55, -0.18, -1.61], [-4.62, -1.02, -0.93], [-3.29, 0.08, 0.02], [0.00, -2.59, -3.56], [2.62, -2.22, -3.62], [0.70, 1.36, 2.88], [0.22, 0.31, 4.24], [-0.60, 2.52, 2.56], [2.18, 2.23, 3.31], [0.99, 0.37, 1.43], [2.80, -2.86, 5.00], [3.94, -4.23, 5.01], [3.25, -1.70, 6.27], [2.86, -2.06, 3.42], [1.15, -3.45, 5.30], [-5.47, -1.08, -6.54], [-4.79, -0.45, -5.03], [-7.13, -1.65, -6.26], [-5.49, 0.20, -7.77], [-4.48, -2.44, -7.12], [-4.47, 2.22, 3.78], [-2.88, 1.57, 4.23], [-4.37, 3.99, 3.67], [-4.96, 1.56, 2.20], [-5.67, 1.77, 5.01], [1.81, 3.98, -1.00], [0.20, 4.36, -1.65], [3.06, 4.67, -2.06], [1.97, 4.67, 0.63], [2.01, 2.22, -0.92], [5.05, -4.38, -5.45], [4.98, -4.86, -3.74], [6.72, -4.49, -6.03], [4.01, -5.46, -6.41], [4.47, -2.71, -5.61], [8.59, -0.29, -1.42], [8.54, -0.78, 0.29], [10.26, -0.41, -2.02], [7.54, -1.37, -2.37], [8.02, 1.38, -1.57], [1.54, 1.11, 8.93], [3.12, 0.45, 9.39], [1.65, 2.88, 8.81], [1.05, 0.45, 7.36], [0.33, 0.68, 10.16], [-3.27, -3.87, 5.70], [-1.71, -4.55, 6.19], [-3.14, -2.10, 5.58], [-3.74, -4.54, 4.12], [-4.50, -4.28, 6.91], [-6.29, -1.62, 9.93], [-6.28, -0.05, 10.76], [-5.27, -1.53, 8.47], [-5.65, -2.87, 11.02], [-7.95, -2.04, 9.47], [1.13, 6.95, -4.84], [0.88, 8.26, -6.02], [0.75, 7.54, -3.21], [0.07, 5.58, -5.24], [2.83, 6.42, -4.90], [-1.59, 4.97, -9.15], [-0.61, 6.28, -8.47], [-3.30, 5.24, -8.74], [-1.40, 4.95, -10.92], [-1.06, 3.41, -8.48]], "mulliken_charge": [-0.71, 0.40, -0.46, -0.42, 0.29, -0.73, 0.03, -0.22, -0.31, 0.62, -0.53, -0.32, -0.61, -0.29, 0.30, -0.03, 0.31, 0.24, 0.56, 0.41, 0.32, 0.31, 0.26, 0.15, 0.35, 0.10, -0.01, 0.06, -0.07, -0.13, 0.31, 0.10, -0.10, -0.03, 0.04, -0.02, 0.35, -0.03, -0.11, -0.10, -0.11, 0.22, 0.02, -0.10, -0.07, -0.09, 0.18, -0.08, -0.08, -0.09, 0.03, 0.34, -0.09, -0.09, -0.09, -0.09, 0.30, -0.10, -0.10, -0.03, -0.09, 0.25, -0.11, -0.10, 0.03, -0.10, 0.28, -0.08, -0.03, -0.10, -0.08, 0.28, -0.10, 0.01, -0.10, -0.10, 0.32, -0.12, -0.08, -0.02, -0.09, 0.31, -0.04, -0.10, -0.10, -0.08]}



Entry 3:
{"formula": "C23H13BrN4O2PdS", "method": "the ωB97M-V functional and the def2-TZVPD basis", "total_charge": 2, "s_squared": 6.04, "e_above_lowest_kj_mol": 34.8, "spin_multiplicity": 5, "orbital_gap_ha": [0.285, 0.184], "species": ["Pd", "S", "N", "C", "C", "C", "C", "C", "N", "C", "C", "N", "C", "C", "C", "C", "C", "N", "H", "H", "H", "H", "H", "H", "Br", "C", "C", "C", "C", "C", "C", "C", "C", "C", "C", "H", "H", "H", "H", "H", "H", "O", "C", "O", "H"], "xyz": [[1.15, -0.87, 0.11], [-5.73, -2.36, -2.68], [-4.35, -2.06, -3.45], [-3.43, -1.88, -2.51], [-2.03, -1.57, -2.75], [-1.47, -1.45, -4.03], [-0.13, -1.17, -4.14], [0.63, -1.02, -2.99], [0.11, -1.13, -1.78], [-1.21, -1.41, -1.64], [-1.73, -1.54, -0.27], [-0.86, -1.37, 0.75], [-1.30, -1.49, 2.00], [-2.63, -1.78, 2.30], [-3.52, -1.96, 1.27], [-3.07, -1.84, -0.04], [-3.93, -2.00, -1.20], [-5.23, -2.29, -1.16], [-2.11, -1.58, -4.89], [0.34, -1.07, -5.11], [1.69, -0.82, -3.04], [-0.57, -1.35, 2.78], [-2.93, -1.87, 3.34], [-4.56, -2.19, 1.46], [2.43, -0.90, 2.49], [2.29, 0.99, 2.66], [2.80, 1.55, 3.83], [2.73, 2.92, 4.01], [2.15, 3.72, 3.04], [1.64, 3.16, 1.86], [1.06, 3.97, 0.87], [0.55, 3.42, -0.31], [0.62, 2.06, -0.51], [1.18, 1.18, 0.45], [1.70, 1.75, 1.65], [3.25, 0.92, 4.58], [3.13, 3.36, 4.92], [2.09, 4.79, 3.18], [1.01, 5.04, 1.03], [0.11, 4.06, -1.05], [0.24, 1.64, -1.43], [5.26, -0.45, -0.99], [4.41, -1.40, -0.88], [3.20, -1.37, -0.98], [5.02, -2.33, -0.75]], "mulliken_charge": [-0.23, 0.24, -0.63, 0.67, 0.45, -0.41, -0.88, -0.26, -0.34, -0.09, -0.09, 0.10, -0.19, -0.95, -0.33, 0.42, 0.65, -0.64, 0.57, 0.46, 0.46, 0.36, 0.45, 0.57, -0.04, 0.78, -0.69, -0.63, -0.78, 0.77, -0.60, -1.04, -0.06, -0.09, 1.31, 0.46, 0.43, 0.45, 0.46, 0.45, 0.44, -0.13, 0.24, -0.41, 0.33]}



Entry 4:
{"formula": "C23H14BrCl2N2NiO", "method": "the ωB97M-V functional and the def2-TZVPD basis", "total_charge": -1, "e_above_lowest_kj_mol": 0.0, "orbital_gap_ha": [0.263, 0.263], "species": ["Ni", "Cl", "C", "C", "C", "Cl", "C", "C", "C", "C", "N", "C", "C", "O", "H", "H", "H", "H", "Br", "C", "C", "C", "C", "C", "C", "H", "H", "H", "H", "C", "C", "C", "C", "C", "C", "C", "C", "N", "H", "H", "H", "H", "H", "H"], "xyz": [[-0.25, 0.03, 1.04], [-2.67, -4.29, 1.08], [-1.18, -3.91, 0.28], [-0.48, -4.93, -0.36], [0.71, -4.69, -1.00], [1.56, -6.01, -1.77], [1.25, -3.39, -1.01], [2.49, -3.04, -1.60], [2.92, -1.74, -1.54], [2.11, -0.78, -0.90], [0.97, -1.08, -0.35], [0.53, -2.36, -0.37], [-0.72, -2.58, 0.33], [-1.32, -1.62, 0.92], [-0.89, -5.93, -0.35], [3.08, -3.80, -2.09], [3.87, -1.45, -1.97], [2.43, 0.25, -0.84], [-0.33, 0.23, 7.68], [-0.35, 0.25, 5.77], [-0.20, 1.44, 5.10], [-0.20, 1.43, 3.70], [-0.36, 0.27, 2.95], [-0.52, -0.91, 3.68], [-0.51, -0.94, 5.07], [-0.07, 2.37, 5.64], [-0.06, 2.39, 3.22], [-0.67, -1.85, 3.16], [-0.63, -1.88, 5.60], [0.45, 1.79, 0.66], [-0.79, 2.37, 0.13], [-1.07, 2.31, -1.24], [-2.25, 2.78, -1.76], [-3.21, 3.34, -0.92], [-2.96, 3.40, 0.44], [-1.77, 2.92, 0.96], [-4.43, 3.84, -1.47], [-5.41, 4.25, -1.92], [0.88, 2.34, 1.50], [1.20, 1.69, -0.13], [-0.32, 1.89, -1.90], [-2.45, 2.73, -2.82], [-3.71, 3.82, 1.10], [-1.61, 2.94, 2.02]], "mulliken_charge": [-0.13, -0.24, 0.34, -0.61, 0.66, -0.30, 0.09, -0.76, -0.88, 0.03, -0.15, 0.73, -0.12, -0.90, 0.43, 0.40, 0.41, 0.30, -0.27, 0.22, -0.99, 0.69, 0.08, -0.03, -0.83, 0.39, 0.12, 0.33, 0.41, -1.82, 1.44, -0.41, -0.90, 0.49, -1.06, -0.05, 0.10, -0.57, 0.51, 0.53, 0.35, 0.42, 0.43, 0.15]}



no.,molecular weight (g/mol),energy (eV)
1,817.7,-138293.634
2,2038.1,-631254.143
3,595.8,-118457.274
4,543.9,-165238.396